# 1
# C4H8O2

A gas-phase ion, C4H8O2 (charge -1) at a distorted geometry (ωB97M-V/def2-TZVPD, the OMol25 dataset).

As for the charge: -1. For the HOMO-LUMO gap (spin up / spin down), the calculation gives 3.22 / 6.78 eV. The spin multiplicity is 2. For the LUMO energy (spin up / spin down), the calculation gives 3.87 / 3.72 eV. The calculation puts the HOMO energy (spin up / spin down) at 0.65 / -3.06 eV.

Structure (XYZ):
```
14
Properties=species:S:1:pos:R:3:forces:R:3:mulliken_charge:R:1
C 0.409 0.823 -1.065 0.5 0.1 -0.7 -0.596
O -0.507 1.856 -0.698 0.1 0.3 0.1 -0.439
C 0.855 -0.093 0.078 0.3 0.8 -0.3 -0.723
C -0.261 -0.499 1.032 0.8 -0.6 0.3 -0.577
C -1.252 -1.411 0.397 -0.6 0.1 -0.3 -0.529
O -0.968 -2.176 -0.598 0.4 -0.1 0.0 -0.642
H 1.294 1.306 -1.524 0.0 -0.1 0.3 0.349
H -0.015 0.293 -1.914 -0.5 -0.4 0.4 0.268
H 0.020 2.583 -0.343 -0.2 -0.2 0.0 0.272
H 1.629 0.462 0.629 -0.1 0.0 0.2 0.526
H 1.381 -0.936 -0.386 -0.4 -0.1 0.2 0.240
H 0.255 -0.959 1.943 -0.1 0.0 -0.4 0.328
H -0.703 0.403 1.443 -0.3 0.2 0.0 0.201
H -2.136 -1.652 1.008 -0.1 0.1 0.1 0.323
```
Forces are in eV/Å.

***

# 2
# C4H8O2

A gas-phase ion, C4H8O2 (charge -2) at a distorted geometry (ωB97M-V/def2-TZVPD, the OMol25 dataset).

As for the charge: -2. For the HOMO-LUMO gap, the calculation gives 6.48 eV. As for the structure (SMILES): [O-]CCCC[O-]. For the LUMO energy, the calculation gives 7.45 eV. The calculation puts the HOMO energy at 0.97 eV.

Structure (XYZ):
```
14
Properties=species:S:1:pos:R:3:forces:R:3:mulliken_charge:R:1
C -1.810 -0.686 0.648 1.6 0.1 1.8 -0.436
O -2.918 -1.032 0.004 -0.1 -0.2 -0.3 -0.884
C -0.429 -0.620 -0.127 -1.4 0.8 -0.5 -0.394
C 0.622 0.385 0.358 -0.1 -1.6 -0.2 -0.296
C 1.724 0.631 -0.682 0.6 0.8 0.0 -0.502
O 2.745 1.420 -0.247 0.2 0.1 0.0 -0.953
H -1.530 -1.319 1.568 -0.4 -0.2 -0.2 0.123
H -1.812 0.327 1.162 -0.4 0.1 -0.3 0.097
H -0.002 -1.613 -0.297 0.0 -0.1 0.0 0.332
H -0.840 -0.248 -1.064 0.4 -0.1 -0.7 0.143
H 1.131 -0.085 1.210 0.0 0.5 0.3 0.146
H 0.140 1.324 0.630 0.1 0.1 0.2 0.295
H 2.092 -0.364 -1.037 -0.2 -0.3 0.0 0.144
H 1.216 1.073 -1.581 -0.2 -0.1 -0.1 0.184
```
Forces are in eV/Å.

***

# 3
# C4H8O2

A single C4H8O2 molecule (ωB97M-V/def2-TZVPD, the OMol25 dataset).

For the HOMO-LUMO gap, the calculation gives 7.83 eV. For the LUMO energy, the calculation gives 0.66 eV. The calculation puts the HOMO energy at -7.17 eV.

Structure (XYZ):
```
14
Properties=species:S:1:pos:R:3:forces:R:3:mulliken_charge:R:1
O -0.520 -1.693 -0.571 0.0 0.2 0.2 -0.606
C -0.192 -1.288 0.574 -0.2 -0.3 -0.1 0.057
C 1.377 0.231 -0.023 0.2 0.2 -0.2 -1.026
C 0.069 0.890 0.047 -0.1 0.1 0.2 -0.207
O -0.763 0.636 -1.377 0.2 -0.1 -0.2 -0.583
C -0.768 0.061 0.987 0.0 0.0 0.0 -0.491
H -0.797 -0.439 -1.246 0.0 0.0 0.0 0.532
H 0.209 -2.004 1.298 0.1 0.1 -0.1 0.364
H 1.543 -0.485 -0.822 -0.1 0.0 0.1 0.324
H 2.232 0.898 0.109 -0.1 -0.1 0.0 0.268
H 0.026 1.973 0.189 0.0 -0.2 0.0 0.371
H -0.083 0.783 -2.058 -0.1 0.0 0.1 0.431
H -1.862 0.120 0.885 0.1 0.0 0.0 0.243
H -0.471 0.317 2.007 0.0 0.0 -0.1 0.323
```
Forces are in eV/Å.

***

# 4
# C4H8O2

A single C4H8O2 molecule (ωB97M-V/def2-TZVPD, the OMol25 dataset).

For the HOMO-LUMO gap, the calculation gives 10.46 eV. As for the structure (SMILES): C[C@@H](O)CC=O. For the LUMO energy, the calculation gives 0.79 eV. The calculation puts the HOMO energy at -9.67 eV.

Structure (XYZ):
```
14
Properties=species:S:1:pos:R:3:forces:R:3:mulliken_charge:R:1
C -1.661 -0.244 -0.438 -0.1 0.0 0.0 -1.324
C -0.260 0.339 -0.338 0.0 -0.3 -0.2 0.388
O -0.271 1.477 0.513 -0.1 0.2 0.0 -0.514
C 0.720 -0.665 0.265 0.0 -0.1 0.0 -0.636
C 2.106 -0.093 0.454 0.3 -0.2 -0.1 -0.022
O 3.122 -0.680 0.159 -0.5 0.3 0.1 -0.486
H -2.372 0.532 -0.747 0.1 -0.1 0.0 0.399
H -1.719 -1.057 -1.167 0.1 0.1 0.1 0.345
H -1.968 -0.619 0.545 0.0 0.0 -0.2 0.343
H 0.099 0.625 -1.341 -0.1 0.0 0.2 0.195
H -1.061 1.986 0.292 0.2 0.0 0.1 0.305
H 0.790 -1.566 -0.353 0.0 0.1 0.1 0.297
H 0.340 -0.954 1.256 0.1 0.1 -0.1 0.346
H 2.136 0.919 0.902 0.1 -0.1 0.0 0.364
```
Forces are in eV/Å.

***

Number 1: total energy -307.623762 a.u.. Number 2: total energy -307.536956 a.u.. Number 3: total energy -307.536212 a.u.. Number 4: total energy -307.673057 a.u..